{"formula": "C23H51N5O8S", "method": "ωB97M-V/def2-TZVPD", "elements": ["C", "C", "C", "C", "C", "C", "C", "O", "C", "C", "N", "C", "C", "O", "S", "O", "O", "H", "H", "H", "H", "H", "H", "H", "H", "H", "H", "H", "H", "H", "H", "H", "H", "H", "H", "H", "H", "H", "H", "H", "C", "C", "O", "N", "C", "H", "H", "H", "H", "H", "H", "H", "C", "C", "O", "N", "C", "H", "H", "H", "H", "H", "H", "H", "C", "C", "O", "N", "C", "H", "H", "H", "H", "H", "H", "H", "C", "C", "O", "N", "C", "H", "H", "H", "H", "H", "H", "H"], "xyz": [[2.35140, 1.82956, 0.57028], [1.00884, 1.59845, -0.20474], [1.20223, 1.59070, -1.75329], [-0.15494, 2.52069, 0.27933], [-0.15252, 3.94827, -0.33352], [0.41551, 4.97849, 0.70990], [-1.57131, 4.48914, -0.71964], [-2.46424, 3.47655, -1.19038], [-3.65296, 3.43864, -0.49330], [-4.15946, 1.96031, -0.28545], [-3.51726, 1.42107, 0.94264], [-5.71560, 1.83619, -0.15085], [-6.50550, 3.17122, -0.25897], [-6.30618, 3.68744, -1.59337], [-4.85374, 4.49222, -1.49253], [-4.99006, 5.77365, -0.74414], [-4.30004, 4.77632, -2.83278], [2.70826, 0.83065, 0.92091], [2.17356, 2.42326, 1.48537], [3.14499, 2.23304, -0.08197], [0.70169, 0.56453, 0.05083], [1.77261, 0.67639, -2.02163], [1.73318, 2.49398, -2.10602], [0.21782, 1.50234, -2.25629], [-0.02614, 2.63448, 1.37904], [-1.09629, 1.96366, 0.14054], [0.48463, 4.05871, -1.22649], [-0.23873, 4.93558, 1.60426], [0.27521, 6.00241, 0.30354], [1.47181, 4.78850, 0.94603], [-1.44397, 5.21057, -1.55253], [-1.95305, 5.07820, 0.13498], [-3.62359, 3.89806, 0.50881], [-3.81576, 1.33302, -1.12700], [-4.18360, 1.45685, 1.70970], [-2.78324, 2.06156, 1.23791], [-6.07428, 1.17362, -0.96079], [-6.03815, 1.35101, 0.79222], [-6.20998, 3.90278, 0.51459], [-7.57798, 2.96365, -0.12069], [1.77549, -3.45047, 0.27683], [1.55790, -2.31155, 1.23917], [2.08678, -1.21377, 1.07807], [0.75579, -2.52832, 2.30293], [0.05396, -3.74789, 2.66300], [2.43921, -3.12143, -0.52008], [2.23838, -4.29501, 0.79075], [0.82601, -3.75640, -0.16587], [0.65565, -1.71898, 2.90405], [-1.01457, -3.53412, 2.70230], [0.38990, -4.06193, 3.65382], [0.23345, -4.54647, 1.95086], [4.72661, -0.64906, -3.99986], [3.25131, -0.86724, -4.21264], [2.51888, -1.26046, -3.31843], [2.74388, -0.60981, -5.44731], [3.44419, -0.13999, -6.62729], [4.97652, -0.89532, -2.97110], [5.30464, -1.29550, -4.66215], [4.98437, 0.39591, -4.17889], [1.75267, -0.77694, -5.51474], [3.00379, 0.80658, -6.94624], [3.32035, -0.87255, -7.42730], [4.50260, 0.00503, -6.43677], [1.90870, 1.00733, 6.36543], [1.82137, 0.04655, 5.20833], [0.84477, -0.66916, 5.02993], [2.86878, -0.00752, 4.34694], [4.10246, 0.75221, 4.38400], [0.99984, 0.93431, 6.95718], [2.75835, 0.75678, 7.00211], [2.00407, 2.03102, 6.00058], [2.73860, -0.66931, 3.59375], [4.19014, 1.32582, 3.45918], [4.94268, 0.05824, 4.44855], [4.13354, 1.43089, 5.23062], [-2.72325, -6.64767, -0.16149], [-1.28582, -6.39963, 0.21292], [-0.96399, -5.99451, 1.32166], [-0.33543, -6.63960, -0.72768], [-0.51470, -7.11603, -2.08609], [-3.35732, -6.41121, 0.68893], [-3.01211, -6.00946, -0.99783], [-2.87044, -7.69644, -0.42323], [0.60155, -6.45195, -0.40745], [0.03446, -8.05153, -2.20759], [-0.10611, -6.37600, -2.77662], [-1.56108, -7.28321, -2.31978]], "atomic_forces_ev_per_a": [[-0.2, -1.0, -0.1], [0.0, -0.3, 0.0], [-0.1, -0.4, 0.6], [0.7, 0.0, 0.1], [-0.3, 0.6, 0.6], [-1.0, 0.0, -0.7], [1.4, 0.7, -0.5], [-0.3, 0.1, 1.3], [-1.0, -1.6, -0.5], [-0.1, 0.1, 0.5], [-0.2, 0.6, 0.0], [-0.4, 0.2, -0.3], [-0.1, -1.4, 0.5], [1.9, 1.1, 0.6], [1.0, 4.8, -2.0], [-0.5, -2.9, -0.4], [-1.5, -1.9, 2.1], [-0.2, 0.8, -0.3], [0.3, 0.1, -0.5], [-0.3, 0.3, 0.4], [0.1, 0.5, 0.0], [-0.2, 0.7, 0.1], [-0.2, -0.4, 0.0], [0.5, 0.2, 0.2], [-0.2, -0.1, -0.5], [0.4, 0.5, -0.3], [-0.3, -0.6, 0.3], [0.6, -0.1, -0.2], [0.4, -0.4, 0.2], [-0.4, 0.1, 0.0], [-0.1, -0.3, 0.4], [-0.4, -0.6, -0.3], [0.0, 0.3, -0.5], [-0.1, 0.6, 0.2], [0.0, -0.1, -0.1], [0.2, -0.4, -0.1], [0.0, 0.4, 0.4], [0.5, 0.2, -0.3], [-0.1, -0.1, -0.4], [0.4, 0.2, -0.3], [0.1, 0.0, -0.2], [-0.2, 0.1, 0.3], [0.2, -0.2, 0.0], [0.2, 0.1, -0.3], [0.3, 0.5, 0.2], [-0.1, 0.1, 0.1], [-0.1, -0.1, 0.0], [0.0, -0.1, 0.1], [-0.1, -0.1, 0.2], [0.0, -0.3, 0.0], [-0.1, -0.1, 0.0], [0.0, 0.3, 0.2], [0.1, 0.0, 0.1], [-0.3, -0.1, 0.2], [0.1, -0.1, 0.0], [0.3, 0.0, 0.1], [-0.5, -0.1, 0.0], [-0.1, 0.0, 0.0], [0.1, 0.1, -0.1], [0.1, -0.1, -0.1], [0.0, 0.0, 0.0], [0.2, 0.0, -0.1], [0.2, 0.1, -0.1], [0.0, 0.0, 0.1], [-0.1, 0.0, 0.1], [0.1, -0.2, -0.4], [-0.2, 0.0, 0.0], [-0.2, 0.1, 0.4], [-0.1, -0.3, -0.4], [0.0, -0.1, -0.1], [0.0, 0.2, 0.0], [0.1, 0.0, 0.1], [0.0, 0.1, -0.2], [0.1, 0.1, 0.1], [0.1, 0.2, 0.0], [-0.1, 0.0, 0.0], [-0.1, 0.0, 0.0], [0.2, 0.0, 0.2], [-0.3, -0.4, -0.3], [-0.4, 0.0, 0.1], [0.5, 0.1, 0.2], [0.1, 0.0, 0.0], [0.0, -0.1, -0.1], [-0.1, 0.1, -0.1], [0.0, 0.0, 0.0], [-0.1, 0.0, -0.2], [-0.1, -0.1, -0.2], [0.0, 0.0, 0.1]], "smiles": "CC(C)C[C@H](C)CO[C@@H]1[C@@H](N)CCOS1(=O)=O.CNC(C)=O.CNC(C)=O.CNC(C)=O.CNC(C)=O", "orbital_gap_ev": 9.43, "energy_ev": -59343.4109, "homo_ev": -8.81}